# 1
This record from the Open Molecules 2025 dataset describes a 2-piece molecular cluster, C6H12O2 overall in a non-equilibrium geometry. The level of theory is the ωB97M-V functional and the def2-TZVPD basis.

Its gap between HOMO and LUMO is 10.036 eV. For the HOMO energy, the calculation gives -9.3 eV. The energy above the lowest of the compared OMol25 structures with the same formula, charge and spin comes out at 4.431 eV. As for the SMILES: C=C(C)/C=C/CO.O.

Structure (XYZ):
```
20
Properties=species:S:1:pos:R:3:forces:R:3
C 2.706501 0.052033 2.114256 -1.4 2.1 4.0
C 1.828868 0.189031 0.968942 0.6 -0.4 -2.5
C 2.303678 0.508758 -0.233505 1.1 1.9 -1.9
C -1.539035 -1.519158 0.707233 -1.3 0.3 1.7
O -2.168185 -2.154201 -0.344749 1.4 -3.3 -2.9
C -0.004741 -1.405233 0.697249 -4.3 5.4 1.0
C 0.386813 -0.132368 0.989954 0.9 -1.9 0.3
H 2.987863 -0.908616 2.512758 -1.1 -0.8 0.3
H 2.196799 0.780664 2.965259 1.2 -2.2 -1.5
H 3.677873 0.442275 2.068066 1.3 1.2 -1.1
H 3.392952 0.779084 -0.483875 -1.6 -0.6 0.9
H 1.641762 0.808145 -1.099756 0.5 -0.9 1.1
H -2.100760 -0.516846 0.610681 1.4 -1.1 1.1
H -1.905638 -2.118359 1.607835 0.7 1.2 -0.3
H -1.631293 -2.983836 -0.606805 -1.4 1.9 0.6
H 0.513943 -2.219210 0.379077 2.0 -2.0 -0.6
H -0.266589 0.713951 1.266480 -0.1 -0.9 -0.2
H -3.261729 3.809815 -3.438105 -2.9 1.0 1.5
H -2.530141 2.663758 -3.999186 1.0 4.0 0.5
O -2.432757 3.728051 -3.811153 2.0 -5.0 -1.9
```
Forces are in eV/Å.

Results of the Mulliken charge analysis, in e, for atoms 1 through 6: -1.134, 0.442, -0.803, -0.305, -0.506, -0.145

# 2
This record from the Open Molecules 2025 dataset describes C53H46AsClN3O11P2Ru as an isolated structure in a non-equilibrium geometry. The level of theory is the ωB97M-V functional and the def2-TZVPD basis.

Its gap between HOMO and LUMO (spin up / spin down) is 5.524 / 7.074 eV. As for the multiplicity: 6. For the HOMO energy (spin up / spin down), the calculation gives -6.3 / -8.2 eV. The energy above the lowest of the compared OMol25 structures with the same formula, charge and spin comes out at 0.000 eV.

Structure (XYZ):
```
118
Properties=species:S:1:pos:R:3:forces:R:3
Ru -0.373064 -0.782435 -0.394236 0.0 4.0 0.2
C -1.992470 4.436841 -2.494298 0.9 -1.0 -0.6
C -2.436350 5.494541 -1.517167 -1.3 -1.3 -0.2
C -3.108069 6.563829 -2.132350 0.9 1.2 -0.4
C -3.483976 7.696319 -1.404621 1.0 -1.1 0.4
C -3.346387 7.529466 -0.020104 -1.0 2.8 0.0
C -2.919291 6.426184 0.641167 0.6 -1.6 -0.3
C -2.406841 5.326868 -0.108183 -0.6 1.3 -1.3
P -1.891091 3.799372 0.637781 -0.2 -1.2 -0.3
C -1.593884 4.205425 2.328685 -0.1 0.8 -1.2
C -0.657042 5.250040 2.421451 0.0 -0.1 1.3
C -0.106425 5.498218 3.672256 -0.6 0.9 -0.5
C -0.545345 4.746399 4.749011 0.6 0.0 2.2
C -1.499852 3.771291 4.636723 -0.5 -0.4 0.3
C -2.143914 3.584444 3.426461 -0.7 -1.7 0.4
C -3.361517 2.665457 3.458096 0.6 -1.4 0.2
C -3.034004 2.439294 0.357089 -1.4 0.0 0.0
C -4.360057 2.812258 0.009789 -0.6 -0.4 -0.2
C -5.357685 1.846711 -0.241585 2.8 0.0 0.5
C -5.033517 0.463640 -0.180655 -1.3 0.2 -0.6
C -3.795977 0.084767 0.243866 -0.1 -0.5 -0.2
C -2.802156 1.039191 0.544438 2.0 -0.3 0.4
C -1.527084 0.461899 0.995042 -0.7 -0.3 0.8
H -2.632549 4.418894 -3.398203 0.2 0.1 0.6
H -1.942013 3.378209 -2.128020 -0.2 1.0 0.0
H -0.966511 4.666098 -2.866500 -0.6 -0.1 0.3
H -3.114832 6.549862 -3.231260 -0.2 0.1 0.5
H -3.724000 8.697920 -1.811840 -0.2 -1.1 0.1
H -3.613108 8.423682 0.551721 0.0 -0.5 0.2
H -2.971550 6.410628 1.717464 0.1 -0.1 0.1
H -0.459676 5.922030 1.579199 0.3 -0.6 0.2
H 0.541105 6.356267 3.781636 0.2 -0.2 0.2
H -0.244911 4.900566 5.820421 0.4 0.2 -1.4
H -1.772908 3.123686 5.491840 0.0 0.8 -0.5
H -3.884563 2.762474 4.417345 0.3 0.1 -0.2
H -3.085594 1.576367 3.354923 0.1 1.0 0.2
H -4.084736 2.780448 2.678227 -0.3 0.6 -0.5
H -4.677410 3.874727 -0.090092 0.5 -0.8 0.0
H -6.239452 2.259253 -0.592197 -1.9 0.1 -0.5
H -5.743589 -0.336041 -0.517649 0.5 1.0 0.5
H -3.563793 -1.009276 0.299333 0.0 1.2 0.1
H -1.724002 -0.583983 1.423970 0.3 1.3 0.2
H -0.853977 1.135311 1.570547 -0.3 -0.8 -0.4
O 3.159680 -0.969801 1.289506 0.0 1.6 -2.0
Cl 2.866412 -0.030884 0.168397 -0.7 -1.6 1.6
O 3.079224 -0.689730 -1.117881 -0.6 0.7 1.2
O 3.590067 1.195653 0.257249 0.1 -0.3 0.0
O 1.389879 0.336514 0.384965 1.1 -0.5 -0.9
O 3.811538 5.923804 -3.153397 0.3 -0.6 -1.0
N 3.379118 4.827654 -3.492406 0.8 0.2 -0.9
O 3.570676 4.237169 -4.570862 -0.1 1.3 1.7
C 2.531178 4.223508 -2.509188 -0.8 -1.9 0.3
C 2.666768 4.562323 -1.151734 -0.8 0.0 -0.1
C 1.650293 4.160363 -0.254093 1.5 -0.3 -0.5
C 0.609709 3.336954 -0.669492 0.6 0.9 -0.7
O -0.522266 3.274035 0.081842 0.1 -0.4 0.5
C 0.760860 2.778922 -1.978875 -1.4 -1.9 -1.4
C 1.673927 3.218314 -2.956588 0.2 1.1 0.6
N -0.044791 1.690881 -2.412466 0.3 1.4 3.4
O 0.049396 1.156936 -3.500548 0.0 -0.6 -1.4
O -0.828431 1.238385 -1.416628 0.2 -0.8 -1.2
N 1.887417 4.515421 1.171584 0.8 2.4 -0.6
O 1.744908 3.697220 2.055351 0.1 0.9 -0.9
O 2.283159 5.726438 1.281748 -1.0 -3.0 0.7
H 3.527837 5.146150 -0.848980 -0.4 0.0 0.2
H 1.628412 2.850672 -4.019588 0.1 0.4 1.5
C 1.319938 -3.727741 -0.439332 0.2 -0.1 -1.0
C 1.703627 -5.167918 -0.953850 -1.1 -0.3 1.2
As 3.186865 -6.174192 0.040225 -0.4 1.2 -0.4
C 4.603070 -4.845134 -0.374544 -0.2 0.1 -0.1
C 5.608259 -5.293870 -1.248885 -0.5 0.3 0.9
C 6.811505 -4.598973 -1.328047 0.1 0.0 -1.0
C 6.971198 -3.376148 -0.680859 0.5 -0.6 0.2
C 5.920564 -2.893662 0.072896 -0.3 -0.3 -0.2
C 4.729320 -3.576888 0.220177 -0.6 -0.6 0.1
C 2.862341 -5.650679 1.911822 -0.7 -0.5 -0.6
C 1.595810 -5.756081 2.464553 -1.0 0.3 0.0
C 1.318137 -5.395189 3.797295 1.6 -0.5 -0.6
C 2.411768 -5.110144 4.615749 -0.3 1.2 0.1
C 3.665088 -4.958493 4.022715 0.3 0.4 1.1
C 3.905369 -5.238877 2.711348 1.2 -0.6 -1.5
P -0.320057 -2.942282 -0.887589 1.8 -0.3 0.7
C -0.570490 -3.244783 -2.617846 -0.6 -0.2 0.3
C 0.557846 -3.450714 -3.377762 -0.5 -0.5 -1.1
C 0.423157 -3.893360 -4.687351 0.0 0.3 0.4
C -0.870252 -3.980871 -5.211155 0.5 -0.6 -2.5
C -2.001856 -3.566010 -4.539792 0.8 0.4 1.6
C -1.833943 -3.242833 -3.172032 -0.6 -0.1 -1.2
C -1.619723 -3.682749 0.062298 -0.1 -2.3 0.4
C -1.975161 -3.413975 1.387628 0.9 1.2 -0.8
C -2.928584 -4.150878 2.027643 -0.2 -0.3 0.9
C -3.553488 -5.208134 1.358275 -0.6 -0.2 0.9
C -3.294138 -5.441177 0.019069 -0.2 -0.6 -0.1
C -2.195995 -4.800830 -0.520139 -0.3 0.3 -1.5
H 2.043070 -2.962620 -0.790787 -0.2 -0.5 0.0
H 1.341700 -3.573914 0.631462 0.0 -0.4 0.5
H 2.129490 -5.122173 -1.956030 -0.2 0.0 0.0
H 0.803236 -5.872567 -0.978907 1.1 1.0 0.0
H 5.356947 -6.184297 -1.817867 0.7 -0.1 0.1
H 7.606181 -4.994392 -1.966198 -0.2 0.2 0.2
H 7.935387 -2.853657 -0.715050 -0.5 -0.2 -0.1
H 5.975881 -2.002086 0.621165 0.4 1.4 0.4
H 3.924702 -3.076929 0.806742 0.7 -0.8 -0.4
H 0.766049 -6.076514 1.825626 0.1 0.2 0.2
H 0.315196 -5.289529 4.134461 -0.6 -0.3 0.3
H 2.317553 -4.801327 5.678511 -0.2 -0.3 -0.9
H 4.447622 -4.479427 4.583844 0.3 -0.3 0.4
H 4.899750 -5.225215 2.195879 -0.8 0.5 1.1
H 1.494677 -3.302066 -2.919691 1.1 0.0 0.2
H 1.336855 -4.113831 -5.254613 -0.7 0.0 0.0
H -0.981458 -4.351152 -6.277466 0.1 0.6 1.4
H -2.936054 -3.428348 -5.053341 -0.3 -0.3 0.0
H -2.681565 -3.011448 -2.538379 -0.1 0.1 -0.2
H -1.430645 -2.628645 1.900767 -0.2 0.1 0.2
H -3.152950 -3.848655 3.069229 0.0 -0.7 -0.7
H -4.158663 -5.912157 1.943684 -0.3 0.6 -0.5
H -3.932139 -6.079426 -0.623117 0.8 -0.1 0.8
H -1.781843 -5.101027 -1.489840 -0.7 0.0 0.3
```
Forces are in eV/Å.

Results of the Mulliken charge analysis, in e, for atoms 1 through 6: 0.471, -1.674, 1.417, -0.601, -0.857, -0.526

# 3
This record from the Open Molecules 2025 dataset describes a 2-piece molecular cluster, C6H10O overall in a non-equilibrium geometry. The level of theory is the ωB97M-V functional and the def2-TZVPD basis.

Its gap between HOMO and LUMO is 10.267 eV. For the HOMO energy, the calculation gives -9.4 eV. The energy above the lowest of the compared OMol25 structures with the same formula, charge and spin comes out at 1.531 eV. As for the SMILES: CC1CC1.C=C=O.

Structure (XYZ):
```
17
Properties=species:S:1:pos:R:3:forces:R:3
C -1.766276 -0.510175 0.010535 0.0 0.0 0.0
C -1.362613 0.885641 -0.403330 -0.1 0.0 -0.1
C -0.835683 1.847687 0.622370 -0.1 0.1 0.2
C 0.087658 1.277305 -0.419200 0.2 0.0 -0.1
C 1.894007 -1.975348 0.146398 0.1 0.0 -0.1
C 3.029637 -1.498659 -0.311388 0.6 0.2 -0.2
O 4.038983 -1.077825 -0.717698 -0.9 -0.3 0.4
H -2.790292 -0.530289 0.401283 0.1 0.0 -0.1
H -1.101585 -0.886607 0.798053 -0.1 0.1 -0.1
H -1.715153 -1.208372 -0.834110 0.0 0.1 0.1
H -1.979410 1.322571 -1.187099 0.1 -0.1 0.1
H -1.114504 2.894867 0.547231 0.0 -0.2 0.0
H -0.730146 1.486185 1.642781 0.0 0.0 -0.2
H 0.439732 1.934678 -1.209402 -0.1 -0.1 0.1
H 1.037285 -2.036459 -0.512999 0.2 0.0 0.1
H 0.813345 0.534260 -0.096315 -0.2 0.1 0.0
H 1.827411 -2.297923 1.177104 0.1 0.0 -0.1
```
Forces are in eV/Å.

Results of the Mulliken charge analysis, in e, for atoms 1 through 6: -1.261, 0.232, -0.598, -0.453, -1.080, 0.894